Record 1
ORCA calculation (ωB97M-V/def2-TZVPD) on a molecular structure, C27H48NORhSi.

The calculation puts the HOMO energy (alpha / beta) at -13.20 / -14.73 eV. The orbital gap (alpha / beta) is 7.46 / 6.68 eV. As for the expectation value of S²: 6.0148. Its charge is +2. The relative energy (zero: lowest compared OMol25 entry of this formula, charge and spin) comes out at 33.63 kcal/mol. The multiplicity is 5.

Last column: Mulliken charge in e.
Positions of all 79 atoms, in Å:
1 Rh 0.13059 0.31957 -0.00936  -0.133
2 C -3.50655 0.40939 1.03740  -1.720
3 C -2.17674 1.08507 1.18730  1.524
4 C -1.65426 1.87205 0.15045  -1.266
5 C -0.41228 2.53206 0.28294  0.563
6 C 0.02218 3.60912 -0.66751  -1.996
7 C 0.31558 2.30236 1.46851  -0.869
8 C -0.31875 1.76166 2.60893  1.573
9 C 0.25199 2.00478 3.97001  -1.635
10 C -1.53936 1.12510 2.44089  -0.816
11 H -4.26752 0.96796 1.58694  0.375
12 H -3.49278 -0.59834 1.45321  0.368
13 H -3.82190 0.36406 -0.00354  0.426
14 H -2.27224 2.07371 -0.71426  0.600
15 H -0.24975 4.57459 -0.23613  0.355
16 H -0.47536 3.53534 -1.63212  0.446
17 H 1.10419 3.61831 -0.80539  0.445
18 H 1.25983 2.81862 1.60288  0.470
19 H -0.04248 1.23428 4.67900  0.357
20 H -0.14934 2.95326 4.33820  0.445
21 H 1.33620 2.10134 3.95461  0.396
22 H -2.05126 0.70951 3.30112  0.535
23 O 1.63062 -1.07339 -2.46978  -0.398
24 H 2.43301 -0.88688 -2.97150  0.223
25 H 1.11143 -1.68447 -3.00730  0.182
26 C 4.19768 -1.88005 1.53350  -1.300
27 C 3.41209 -1.09437 0.47976  2.292
28 C 3.45937 0.40125 0.81481  -1.858
29 C 4.08396 -1.31955 -0.88006  -1.763
30 Si 1.50148 -1.63089 0.42825  0.150
31 C 1.14895 -3.51674 -0.06131  2.684
32 C 2.29849 -4.38899 0.45092  -1.753
33 C -0.16989 -3.96420 0.57456  -1.393
34 C 1.03493 -3.70406 -1.57644  -2.134
35 C 1.16790 -2.16820 3.37694  1.204
36 C 1.88838 -0.95431 3.85921  -0.487
37 C -0.31899 -2.05390 3.30286  -1.067
38 C 1.75216 -3.48556 3.74263  -1.941
39 H 5.17900 -1.41175 1.65469  0.617
40 H 4.36430 -2.91262 1.23241  0.328
41 H 3.71022 -1.87399 2.50440  -0.222
42 H 4.48982 0.75846 0.73604  0.549
43 H 3.12332 0.59562 1.83469  0.285
44 H 2.84655 0.99131 0.12200  0.247
45 H 5.16662 -1.24828 -0.74603  0.535
46 H 3.79870 -0.54888 -1.59284  0.236
47 H 3.87172 -2.30283 -1.30160  0.384
48 H 2.52416 -4.20997 1.50012  0.237
49 H 3.20730 -4.24308 -0.13354  0.345
50 H 2.00785 -5.43870 0.35178  0.583
51 H -0.07496 -4.07399 1.65185  0.056
52 H -0.44437 -4.94329 0.17413  0.594
53 H -0.99200 -3.27567 0.36219  0.224
54 H 1.92925 -3.37944 -2.10490  0.406
55 H 0.15659 -3.19246 -1.98071  0.256
56 H 0.90874 -4.77147 -1.77517  0.622
57 H 1.73314 -0.10378 3.19421  -0.669
58 H 2.95305 -1.12311 4.00269  0.519
59 H 1.48323 -0.66744 4.83863  0.531
60 H -0.62712 -1.26494 2.61547  -0.040
61 H -0.70438 -1.77984 4.29570  0.494
62 H -0.80575 -2.98353 3.02026  0.483
63 H 2.81354 -3.55688 3.50142  0.363
64 H 1.21800 -4.32391 3.29844  0.382
65 H 1.68613 -3.61001 4.83400  0.479
66 C -1.31271 0.00562 -6.29034  -1.514
67 C -1.09774 0.20734 -4.82647  0.984
68 C -0.13429 1.09316 -4.34541  -1.091
69 C 0.06584 1.21944 -2.98566  -0.616
70 N -0.64599 0.53277 -2.08693  0.649
71 C -1.60413 -0.28781 -2.52991  -0.629
72 C -1.85185 -0.48142 -3.87323  -0.876
73 H -0.51528 0.45858 -6.87459  0.388
74 H -2.25955 0.45558 -6.59578  0.339
75 H -1.37141 -1.05555 -6.53254  0.387
76 H 0.47070 1.67148 -5.03129  0.430
77 H 0.82535 1.88812 -2.60215  0.656
78 H -2.19828 -0.79477 -1.77679  0.481
79 H -2.63424 -1.16315 -4.18056  0.503

Forces on atoms 1 to 6 (eV/Å):
Rh -0.7 -0.5 -0.3
C -0.1 0.0 0.0
C -0.1 0.3 0.1
C -0.3 0.5 0.4
C -0.2 0.4 0.3
C 0.1 0.0 -0.1

Record 2
ORCA calculation (ωB97M-V/def2-TZVPD) on 2 unconnected molecules or ions with the total composition C25H38F4NO5P.

The calculation puts the HOMO energy at -4.19 eV. The orbital gap is 1.81 eV.

Last column: Mulliken charge in e.
Positions of all 74 atoms, in Å:
1 C 4.40068 -0.20753 2.55995  -1.295
2 C 2.86670 -0.13674 2.77626  0.271
3 O 2.34346 -1.47116 2.86433  -0.376
4 P 1.23599 -1.85804 1.75196  0.711
5 O 1.30752 -3.30939 1.55836  -0.855
6 C -0.48456 -1.53158 2.35364  -1.299
7 C -1.46986 -1.21597 1.20140  -0.508
8 C -2.37144 0.02149 1.42444  -1.148
9 C -1.94020 1.16020 2.35814  -0.634
10 C -0.49205 1.68580 2.38824  0.142
11 C -0.32622 3.21675 2.46935  -1.770
12 F 0.25991 1.21850 1.32210  -0.234
13 N -3.05700 2.08811 2.12581  0.096
14 C -3.62445 1.92034 1.00155  -1.144
15 C -2.99478 0.77680 0.17610  1.690
16 C -3.93991 -0.25168 -0.51006  -0.973
17 C -3.27072 -1.04073 -1.66532  -0.419
18 C -3.17344 -2.53073 -1.45149  0.014
19 F -4.27554 -3.27325 -1.18615  -0.363
20 C -1.96114 -3.09618 -1.51904  0.335
21 F -1.09363 -2.67471 -2.39733  -0.208
22 F -1.49743 -4.01345 -0.70710  -0.233
23 C -2.01423 1.52484 -0.77179  -1.542
24 O -2.00749 2.92935 -0.56754  -0.502
25 C -0.83964 3.55650 -0.96513  0.548
26 C -0.47107 4.73587 -0.35492  -0.411
27 C 0.69684 5.37301 -0.69224  -0.422
28 C 1.54836 4.86562 -1.65229  -0.612
29 C 1.16471 3.71003 -2.29385  -0.774
30 C -0.00561 3.07690 -1.95394  -0.252
31 O 1.48173 -1.15163 0.33784  -0.055
32 C 2.51398 -1.83971 -0.47504  0.360
33 C 3.16143 -0.77886 -1.38920  -1.060
34 H 4.92949 0.59166 3.08599  0.411
35 H 4.63950 -0.15834 1.49164  0.200
36 H 4.71646 -1.18866 2.93129  0.311
37 H 2.45581 0.45447 1.95041  -0.077
38 H 2.70669 0.44368 3.69654  0.421
39 H -0.47725 -0.79602 3.16856  0.597
40 H -0.77030 -2.48370 2.80751  0.641
41 H -0.97303 -1.12283 0.22930  -0.004
42 H -2.14682 -2.06984 1.10985  0.736
43 H -3.24217 -0.38521 1.96242  0.760
44 H -2.06496 0.73207 3.36314  0.797
45 H -0.01642 1.26899 3.28154  0.761
46 H -1.25023 3.79036 2.37233  0.334
47 H 0.41803 3.49911 1.72082  0.341
48 H 0.12746 3.46882 3.43608  0.418
49 H -3.41927 2.80660 2.74762  0.336
50 H -4.46519 2.48707 0.60206  0.507
51 H -4.35901 -0.96641 0.20729  0.574
52 H -4.81112 0.30586 -0.88747  0.381
53 H -3.89026 -0.88492 -2.56500  0.437
54 H -2.26952 -0.69768 -1.93128  0.375
55 H -2.37832 1.34829 -1.79595  0.977
56 H -1.03145 1.03897 -0.71460  0.645
57 H -1.09817 5.19179 0.40874  0.449
58 H 0.96368 6.28586 -0.16448  0.376
59 H 2.48070 5.37157 -1.87916  0.421
60 H 1.79613 3.26420 -3.05804  0.443
61 H -0.28327 2.15818 -2.46566  0.467
62 H 2.09097 -2.61337 -1.11463  -0.455
63 H 3.23661 -2.29937 0.20301  0.501
64 H 4.20680 -0.60696 -1.10675  0.311
65 H 2.63987 0.17923 -1.21610  0.119
66 H 3.08094 -1.05468 -2.44654  0.333
67 C 2.31560 -5.57953 -3.45570  -1.252
68 C 1.89135 -4.09389 -3.43742  0.534
69 O 2.93694 -3.30181 -3.72697  -0.862
70 H 3.09681 -5.77745 -2.71742  0.281
71 H 1.45799 -6.23253 -3.21310  0.299
72 H 2.68245 -5.87268 -4.44196  0.320
73 H 1.40560 -3.94325 -2.43208  -0.275
74 H 0.99997 -4.03639 -4.12288  0.031

Forces on atoms 1 to 6 (eV/Å):
C -0.6 -0.5 -0.2
C 1.6 1.1 0.2
O -0.9 1.5 -0.9
P -0.1 -2.8 -0.9
O -0.2 -0.4 0.5
C 0.5 0.8 -0.2

Record 3
ORCA calculation (ωB97M-V/def2-TZVPD) on 8 unconnected molecules or ions with the total composition C43H91BrF7N11O13PS2.

The calculation puts the HOMO energy at -10.00 eV. The orbital gap is 7.56 eV. Its charge is +1.

Last column: Mulliken charge in e.
Positions of all 169 atoms, in Å:
1 C 1.64093 -1.58791 3.88111  0.200
2 C 2.52564 -0.33638 3.96782  -0.594
3 O 2.16795 0.69686 3.05733  -0.201
4 C 1.18645 1.61459 3.49417  -1.427
5 C -0.22090 1.35168 2.95100  0.488
6 O -0.47023 2.06059 1.72507  -0.315
7 N -0.37925 1.30709 0.54290  2.191
8 C 0.90525 0.65384 0.35594  -2.688
9 C 0.95526 0.17473 -1.08676  0.911
10 P 2.80294 -0.26394 -1.46380  0.130
11 S 3.92734 -0.67520 0.03804  -0.300
12 S 0.55963 1.64092 -2.19394  0.417
13 O -0.85046 1.80535 -2.31400  -0.604
14 O 1.35322 1.44726 -3.38437  -0.614
15 C 1.22086 3.31752 -1.50468  0.316
16 F 0.50658 4.07030 -2.32252  -0.075
17 F 0.87068 3.56256 -0.27296  0.143
18 C 2.71387 3.79266 -1.70236  0.426
19 F 3.15939 3.42560 -2.88655  -0.248
20 F 2.59410 5.11811 -1.68307  -0.262
21 C 3.81034 3.41675 -0.61790  0.617
22 F 3.27243 2.96342 0.50571  -0.160
23 F 4.59889 2.48534 -1.10773  -0.295
24 F 4.53266 4.46668 -0.33833  -0.266
25 N -0.08985 -0.97203 -1.31105  1.794
26 C 0.55948 -2.38424 -1.13032  -2.388
27 N 1.19109 -2.54470 0.13118  0.670
28 C -0.68172 -0.94423 -2.74209  -0.249
29 C -0.84936 -2.20191 -3.63375  -0.997
30 O 0.42562 -2.71384 -4.02741  -0.594
31 C -1.74993 -3.40182 -3.32485  -0.788
32 N -3.17580 -3.07810 -3.36511  -0.506
33 C -1.16126 -0.92352 -0.17688  -0.996
34 C -2.36769 -1.79022 -0.51005  0.497
35 C -3.23918 -2.10090 0.73970  -0.787
36 C -3.60936 -3.59732 0.81147  -0.169
37 O -2.85439 -4.28132 1.79333  -0.600
38 C -1.60758 -4.81126 1.37857  0.364
39 C -1.56159 0.46042 0.37553  -0.297
40 C -2.78105 1.12129 -0.28313  -1.450
41 C -3.28432 2.45653 0.26886  -0.481
42 C -3.56836 2.43972 1.78043  -1.209
43 Br -2.23896 4.02054 -0.20326  -0.116
44 H 1.42162 -2.01173 4.86444  0.499
45 H 0.69202 -1.37266 3.38381  -0.293
46 H 2.12747 -2.38892 3.31458  -0.272
47 H 2.54614 0.06321 4.99027  0.383
48 H 3.56101 -0.59045 3.71456  0.291
49 H 1.49698 2.60427 3.13566  0.288
50 H 1.14971 1.65758 4.59214  0.591
51 H -0.40828 0.27812 2.83017  -0.423
52 H -0.96665 1.71345 3.66875  0.598
53 H 1.16437 -0.16772 1.03030  0.474
54 H 1.68450 1.40363 0.50231  1.061
55 H 2.72516 -1.26404 -2.44030  0.100
56 H 3.21187 0.82270 -2.22882  0.163
57 H -0.26495 -3.07130 -1.29506  -0.142
58 H 1.23965 -2.52789 -1.95946  0.976
59 H 2.05223 -3.07461 0.07620  0.411
60 H 0.60134 -2.99284 0.82648  -0.415
61 H -1.57533 -0.32280 -2.73300  0.424
62 H 0.04188 -0.37041 -3.32358  0.822
63 H -1.32927 -1.74595 -4.51887  0.665
64 H 0.85756 -2.08473 -4.62190  0.489
65 H -1.51663 -4.11096 -4.12917  0.531
66 H -1.50541 -3.92174 -2.39659  0.210
67 H -3.61648 -3.31616 -2.48380  0.125
68 H -3.35861 -2.09590 -3.53826  0.293
69 H -0.66467 -1.42649 0.65400  0.557
70 H -2.98085 -1.34563 -1.29584  0.673
71 H -2.01518 -2.76314 -0.85021  -1.050
72 H -2.71267 -1.86564 1.67140  0.232
73 H -4.16161 -1.51311 0.70763  0.598
74 H -3.53767 -4.06963 -0.17321  -0.184
75 H -4.65573 -3.66658 1.12788  0.335
76 H -1.63099 -5.90648 1.39028  0.342
77 H -1.35326 -4.50739 0.35181  -0.239
78 H -0.82245 -4.48007 2.07081  -0.253
79 H -1.91017 0.20082 1.38842  0.427
80 H -2.73244 1.14681 -1.37105  0.300
81 H -3.62121 0.45694 -0.03281  0.279
82 H -4.22846 2.62649 -0.25322  0.790
83 H -2.78944 2.95637 2.34236  0.210
84 H -4.51034 2.95558 1.98696  0.412
85 H -3.66213 1.41338 2.15191  0.281
86 C -0.56611 5.14639 -8.08207  -1.160
87 C -1.18766 6.22053 -7.21527  0.748
88 O -2.03549 6.98057 -7.64191  -0.634
89 N -0.75899 6.30495 -5.92346  -0.108
90 C 0.22578 5.48638 -5.24962  -0.691
91 H -1.01542 5.21767 -9.06760  0.298
92 H 0.51220 5.28473 -8.16976  0.337
93 H -0.75369 4.15245 -7.67334  0.297
94 H -1.20660 7.04096 -5.39953  0.207
95 H -0.22110 4.97623 -4.39720  0.202
96 H 1.06193 6.09291 -4.89389  0.232
97 H 0.61669 4.73821 -5.93234  0.268
98 C -3.36646 -7.74415 -2.72965  -1.812
99 C -3.91597 -6.38951 -2.35911  0.904
100 O -3.42281 -5.72931 -1.44310  -0.560
101 N -4.97603 -5.91959 -3.04451  0.055
102 C -5.70198 -6.57135 -4.11995  -1.031
103 H -2.52871 -7.95729 -2.07319  0.314
104 H -4.12101 -8.52140 -2.60723  0.448
105 H -3.02483 -7.75909 -3.76517  0.428
106 H -5.27885 -4.99724 -2.77293  0.170
107 H -5.64254 -5.98204 -5.03529  0.316
108 H -6.75365 -6.69158 -3.85804  0.296
109 H -5.28155 -7.55216 -4.31290  0.397
110 C -9.16626 -3.55373 0.54060  -1.506
111 C -7.70261 -3.64142 0.18109  1.032
112 O -6.99150 -2.64773 0.12186  -0.613
113 N -7.19169 -4.87380 -0.07775  0.052
114 C -7.85710 -6.15964 -0.06726  -0.927
115 H -9.40617 -2.50950 0.71409  0.321
116 H -9.79275 -3.93543 -0.26625  0.385
117 H -9.38377 -4.12559 1.44320  0.376
118 H -6.20820 -4.85026 -0.30790  0.012
119 H -7.39943 -6.82933 0.66204  0.302
120 H -7.80056 -6.63792 -1.04701  0.215
121 H -8.90379 -6.03547 0.19145  0.414
122 C 2.64072 9.46364 0.59522  -1.216
123 C 2.80881 8.85489 1.96949  0.735
124 O 3.28165 9.48127 2.90094  -0.624
125 N 2.40893 7.56330 2.13383  -0.049
126 C 1.83380 6.67040 1.15186  -0.761
127 H 3.00176 10.48664 0.63601  0.292
128 H 3.21218 8.91256 -0.15291  0.326
129 H 1.59285 9.46980 0.29299  0.375
130 H 2.54477 7.21724 3.07105  0.227
131 H 0.83759 6.34195 1.45602  0.280
132 H 2.46259 5.78660 1.02498  0.159
133 H 1.74993 7.17001 0.19202  0.204
134 C 5.58776 -6.09557 2.16955  -1.533
135 C 4.55281 -5.04206 1.86755  1.016
136 O 3.36728 -5.31588 1.70615  -0.650
137 N 4.97287 -3.76290 1.74117  0.082
138 C 6.31504 -3.21503 1.76439  -1.031
139 H 5.08823 -7.05786 2.22354  0.286
140 H 6.34751 -6.13110 1.38837  0.408
141 H 6.08261 -5.89547 3.12040  0.393
142 H 4.21326 -3.12128 1.57721  -0.080
143 H 6.40967 -2.46463 2.55035  0.293
144 H 6.52635 -2.73882 0.80579  0.299
145 H 7.06765 -3.97732 1.93829  0.434
146 C -1.03401 -6.85627 4.42540  -1.542
147 C 0.19297 -6.23573 3.79151  0.939
148 O 0.44562 -5.04795 3.93139  -0.649
149 N 0.99385 -7.04228 3.05390  0.085
150 C 0.81330 -8.45237 2.78154  -1.004
151 H -1.55775 -6.07639 4.96936  0.317
152 H -1.70102 -7.27402 3.67007  0.383
153 H -0.76062 -7.65278 5.11825  0.460
154 H 1.80222 -6.58309 2.65062  0.137
155 H 1.65841 -9.03479 3.15277  0.322
156 H 0.72502 -8.63560 1.70883  0.282
157 H -0.08685 -8.81864 3.26395  0.394
158 C 8.64046 11.55150 3.39010  -1.180
159 C 7.78551 12.79000 3.22002  0.724
160 O 8.26574 13.90915 3.26937  -0.647
161 N 6.45651 12.60230 3.00976  -0.091
162 C 5.72023 11.35476 2.92076  -0.755
163 H 9.66416 11.87663 3.54773  0.296
164 H 8.31404 10.96268 4.24807  0.329
165 H 8.59716 10.91806 2.50323  0.328
166 H 5.94204 13.46339 2.90772  0.215
167 H 5.23726 11.25925 1.94786  0.227
168 H 4.94665 11.29213 3.68311  0.267
169 H 6.39725 10.51637 3.05006  0.264

Forces on atoms 1 to 6 (eV/Å):
C 0.2 -0.2 -0.1
C 0.2 -0.1 0.1
O 0.0 0.1 -0.1
C 0.0 0.0 0.0
C 0.0 -0.2 0.2
O 0.3 -0.1 -0.1

Listing largest force on an atom for the structures above in their given order: 1.53 2.92 0.98 eV/A.